Entry 1:
The following is a DFT calculation (the ωB97M-V functional and the def2-TZVPD basis) of a molecular structure, C16H34As2AuN2S at a distorted geometry.

Results
LUMO level: -2.3 eV
Spin multiplicity: 1
ΔE to the lowest compared entry with this formula, charge and spin: 0.0912 eV
Frontier orbital gap: 8.65 eV
Total charge: +1
Molar mass: 633.3 g/mol

Last column: Mulliken charge in e.
Geometry (Å):
Au1 0.22 -0.54 -0.13  0.2698
C1 3.54 0.50 -1.01  -1.2826
As1 2.47 -0.34 0.37  0.5939
C2 3.44 -2.00 0.61  -1.1700
C3 2.84 0.63 2.00  -0.0230
C4 4.16 1.06 2.12  -0.6737
C5 4.59 1.75 3.24  -0.8790
C6 3.69 2.00 4.26  -0.7906
C7 2.38 1.56 4.14  -0.1778
C8 1.91 0.88 3.02  0.2614
As2 0.02 0.33 2.90  0.8355
C9 -0.64 0.96 4.64  -1.4266
C10 0.33 -1.53 3.44  -0.9732
H1 4.58 0.18 -0.93  0.4840
H2 3.48 1.58 -0.95  0.3585
H3 3.16 0.18 -1.98  0.4251
H4 4.44 -1.77 0.99  0.4334
H5 3.52 -2.51 -0.34  0.4181
H6 2.93 -2.64 1.33  0.3135
H7 4.86 0.85 1.32  0.3243
H8 5.62 2.09 3.31  0.4184
H9 4.00 2.53 5.14  0.4083
H10 1.69 1.77 4.96  0.3385
H11 -0.15 0.48 5.48  0.4317
H12 -1.71 0.74 4.69  0.3551
H13 -0.53 2.04 4.72  0.4181
H14 1.02 -1.57 4.28  0.4272
H15 0.75 -2.10 2.61  0.1884
H16 -0.62 -2.00 3.73  0.3927
C11 1.00 3.96 -0.80  -1.1127
S1 0.19 2.84 0.38  0.3258
C12 -1.00 4.00 1.10  -1.0909
H17 1.57 4.71 -0.26  0.3205
H18 0.25 4.43 -1.43  0.3730
H19 1.66 3.35 -1.41  0.2682
H20 -1.68 4.36 0.34  0.3788
H21 -0.47 4.84 1.56  0.3512
H22 -1.55 3.46 1.87  0.2583
C13 -4.63 -1.93 -0.13  -1.7426
C14 -3.95 -1.22 1.04  1.3411
C15 -4.24 -1.95 2.35  -1.6306
C16 -4.41 0.23 1.15  -1.6877
N1 -2.47 -1.22 0.93  -0.0332
N2 -1.97 -0.61 -0.26  -0.5753
H23 -5.70 -2.04 0.07  0.4284
H24 -4.21 -2.93 -0.27  0.3945
H25 -4.53 -1.37 -1.06  0.4268
H26 -5.30 -1.91 2.58  0.4501
H27 -3.68 -1.49 3.16  0.2876
H28 -3.95 -3.01 2.28  0.4147
H29 -5.45 0.27 1.49  0.4661
H30 -4.37 0.75 0.19  0.3952
H31 -3.79 0.76 1.87  0.3068
H32 -2.13 -2.18 0.94  0.3736
H33 -2.22 0.37 -0.24  0.3210
H34 -2.38 -1.01 -1.10  0.2921



Entry 2:
The following is a DFT calculation (the ωB97M-V functional and the def2-TZVPD basis) of a molecular structure, C16H34CeNO2P2Si at a distorted geometry.

Results
LUMO level (spin up / spin down): 0.1 / 0.1 eV
Spin multiplicity: 2
ΔE to the lowest compared entry with this formula, charge and spin: 0.0000 eV
Frontier orbital gap (spin up / spin down): 6.25 / 6.25 eV
Total charge: 0
Molar mass: 502.6 g/mol

Last column: Löwdin spin population.
Geometry (Å):
C1 1.64 -0.46 -4.04  -0.0001
C2 1.34 -0.71 -2.68  0.0001
N1 0.11 -0.28 -2.17  -0.0019
C3 -0.81 0.26 -2.99  0.0001
C4 -0.57 0.42 -4.36  -0.0001
C5 0.68 0.08 -4.88  0.0001
C6 2.28 -1.39 -1.88  -0.0003
P1 1.99 -2.10 -0.27  -0.0009
Ce1 -0.27 -0.38 0.32  1.0107
P2 -2.10 1.49 -0.77  -0.0012
C7 -2.17 0.68 -2.44  0.0005
O1 5.32 0.94 -3.80  0.0000
O2 4.83 2.56 1.64  0.0000
H1 2.63 -0.74 -4.39  0.0000
H2 -1.36 0.87 -4.96  0.0000
H3 0.89 0.25 -5.93  0.0000
C8 1.81 -3.91 -0.55  0.0001
C9 3.65 -2.02 0.49  -0.0004
H4 -2.61 1.42 -3.12  0.0000
H5 -2.86 -0.18 -2.36  0.0000
H6 6.11 0.97 -4.34  0.0000
H7 3.25 -1.56 -2.36  0.0000
C10 -3.85 1.58 -0.29  -0.0002
C11 -1.70 3.22 -1.21  -0.0005
H8 -0.03 1.68 0.85  0.0007
H9 4.25 3.09 2.22  0.0000
H10 4.29 2.34 0.89  0.0000
H11 5.27 1.84 -3.42  0.0000
H12 -1.78 -1.39 0.19  -0.0036
H13 0.73 1.97 2.37  -0.0006
H14 2.80 -4.37 -0.68  0.0000
H15 1.32 -4.34 0.33  0.0000
H16 1.20 -4.09 -1.43  0.0000
H17 4.29 -2.80 0.06  -0.0001
H18 4.08 -1.02 0.29  0.0000
H19 3.55 -2.17 1.57  0.0000
H20 -2.62 3.75 -1.50  -0.0001
H21 -1.27 3.70 -0.32  0.0000
H22 -0.97 3.25 -2.02  0.0000
H23 -4.28 2.53 -0.64  0.0000
H24 -4.41 0.73 -0.70  0.0000
H25 -3.91 1.54 0.81  0.0000
C12 -2.47 0.89 4.92  0.0007
Si1 -1.91 -0.42 3.70  0.0008
C13 -0.94 -1.73 4.62  -0.0001
C14 -3.39 -1.21 2.86  -0.0003
C15 -0.89 0.46 2.42  -0.0005
C16 -0.08 1.39 1.94  -0.0027
H26 -2.94 0.45 5.80  0.0001
H27 -3.19 1.57 4.44  0.0000
H28 -1.59 1.47 5.24  0.0000
H29 -1.37 -1.88 5.62  0.0000
H30 -0.96 -2.69 4.09  0.0000
H31 0.10 -1.41 4.73  0.0000
H32 -3.80 -0.54 2.09  0.0000
H33 -3.12 -2.17 2.40  -0.0002
H34 -4.17 -1.40 3.61  0.0000



Please write out number 2 again, unchanged.
The following is a DFT calculation (the ωB97M-V functional and the def2-TZVPD basis) of a molecular structure, C16H34CeNO2P2Si at a distorted geometry.

Results
LUMO level (spin up / spin down): 0.1 / 0.1 eV
Spin multiplicity: 2
ΔE to the lowest compared entry with this formula, charge and spin: 0.0000 eV
Frontier orbital gap (spin up / spin down): 6.25 / 6.25 eV
Total charge: 0
Molar mass: 502.6 g/mol

Last column: Löwdin spin population.
Geometry (Å):
C1 1.64 -0.46 -4.04  -0.0001
C2 1.34 -0.71 -2.68  0.0001
N1 0.11 -0.28 -2.17  -0.0019
C3 -0.81 0.26 -2.99  0.0001
C4 -0.57 0.42 -4.36  -0.0001
C5 0.68 0.08 -4.88  0.0001
C6 2.28 -1.39 -1.88  -0.0003
P1 1.99 -2.10 -0.27  -0.0009
Ce1 -0.27 -0.38 0.32  1.0107
P2 -2.10 1.49 -0.77  -0.0012
C7 -2.17 0.68 -2.44  0.0005
O1 5.32 0.94 -3.80  0.0000
O2 4.83 2.56 1.64  0.0000
H1 2.63 -0.74 -4.39  0.0000
H2 -1.36 0.87 -4.96  0.0000
H3 0.89 0.25 -5.93  0.0000
C8 1.81 -3.91 -0.55  0.0001
C9 3.65 -2.02 0.49  -0.0004
H4 -2.61 1.42 -3.12  0.0000
H5 -2.86 -0.18 -2.36  0.0000
H6 6.11 0.97 -4.34  0.0000
H7 3.25 -1.56 -2.36  0.0000
C10 -3.85 1.58 -0.29  -0.0002
C11 -1.70 3.22 -1.21  -0.0005
H8 -0.03 1.68 0.85  0.0007
H9 4.25 3.09 2.22  0.0000
H10 4.29 2.34 0.89  0.0000
H11 5.27 1.84 -3.42  0.0000
H12 -1.78 -1.39 0.19  -0.0036
H13 0.73 1.97 2.37  -0.0006
H14 2.80 -4.37 -0.68  0.0000
H15 1.32 -4.34 0.33  0.0000
H16 1.20 -4.09 -1.43  0.0000
H17 4.29 -2.80 0.06  -0.0001
H18 4.08 -1.02 0.29  0.0000
H19 3.55 -2.17 1.57  0.0000
H20 -2.62 3.75 -1.50  -0.0001
H21 -1.27 3.70 -0.32  0.0000
H22 -0.97 3.25 -2.02  0.0000
H23 -4.28 2.53 -0.64  0.0000
H24 -4.41 0.73 -0.70  0.0000
H25 -3.91 1.54 0.81  0.0000
C12 -2.47 0.89 4.92  0.0007
Si1 -1.91 -0.42 3.70  0.0008
C13 -0.94 -1.73 4.62  -0.0001
C14 -3.39 -1.21 2.86  -0.0003
C15 -0.89 0.46 2.42  -0.0005
C16 -0.08 1.39 1.94  -0.0027
H26 -2.94 0.45 5.80  0.0001
H27 -3.19 1.57 4.44  0.0000
H28 -1.59 1.47 5.24  0.0000
H29 -1.37 -1.88 5.62  0.0000
H30 -0.96 -2.69 4.09  0.0000
H31 0.10 -1.41 4.73  0.0000
H32 -3.80 -0.54 2.09  0.0000
H33 -3.12 -2.17 2.40  -0.0002
H34 -4.17 -1.40 3.61  0.0000



Repeat the first record exactly.
The following is a DFT calculation (the ωB97M-V functional and the def2-TZVPD basis) of a molecular structure, C16H34As2AuN2S at a distorted geometry.

Results
LUMO level: -2.3 eV
Spin multiplicity: 1
ΔE to the lowest compared entry with this formula, charge and spin: 0.0912 eV
Frontier orbital gap: 8.65 eV
Total charge: +1
Molar mass: 633.3 g/mol

Last column: Mulliken charge in e.
Geometry (Å):
Au1 0.22 -0.54 -0.13  0.2698
C1 3.54 0.50 -1.01  -1.2826
As1 2.47 -0.34 0.37  0.5939
C2 3.44 -2.00 0.61  -1.1700
C3 2.84 0.63 2.00  -0.0230
C4 4.16 1.06 2.12  -0.6737
C5 4.59 1.75 3.24  -0.8790
C6 3.69 2.00 4.26  -0.7906
C7 2.38 1.56 4.14  -0.1778
C8 1.91 0.88 3.02  0.2614
As2 0.02 0.33 2.90  0.8355
C9 -0.64 0.96 4.64  -1.4266
C10 0.33 -1.53 3.44  -0.9732
H1 4.58 0.18 -0.93  0.4840
H2 3.48 1.58 -0.95  0.3585
H3 3.16 0.18 -1.98  0.4251
H4 4.44 -1.77 0.99  0.4334
H5 3.52 -2.51 -0.34  0.4181
H6 2.93 -2.64 1.33  0.3135
H7 4.86 0.85 1.32  0.3243
H8 5.62 2.09 3.31  0.4184
H9 4.00 2.53 5.14  0.4083
H10 1.69 1.77 4.96  0.3385
H11 -0.15 0.48 5.48  0.4317
H12 -1.71 0.74 4.69  0.3551
H13 -0.53 2.04 4.72  0.4181
H14 1.02 -1.57 4.28  0.4272
H15 0.75 -2.10 2.61  0.1884
H16 -0.62 -2.00 3.73  0.3927
C11 1.00 3.96 -0.80  -1.1127
S1 0.19 2.84 0.38  0.3258
C12 -1.00 4.00 1.10  -1.0909
H17 1.57 4.71 -0.26  0.3205
H18 0.25 4.43 -1.43  0.3730
H19 1.66 3.35 -1.41  0.2682
H20 -1.68 4.36 0.34  0.3788
H21 -0.47 4.84 1.56  0.3512
H22 -1.55 3.46 1.87  0.2583
C13 -4.63 -1.93 -0.13  -1.7426
C14 -3.95 -1.22 1.04  1.3411
C15 -4.24 -1.95 2.35  -1.6306
C16 -4.41 0.23 1.15  -1.6877
N1 -2.47 -1.22 0.93  -0.0332
N2 -1.97 -0.61 -0.26  -0.5753
H23 -5.70 -2.04 0.07  0.4284
H24 -4.21 -2.93 -0.27  0.3945
H25 -4.53 -1.37 -1.06  0.4268
H26 -5.30 -1.91 2.58  0.4501
H27 -3.68 -1.49 3.16  0.2876
H28 -3.95 -3.01 2.28  0.4147
H29 -5.45 0.27 1.49  0.4661
H30 -4.37 0.75 0.19  0.3952
H31 -3.79 0.76 1.87  0.3068
H32 -2.13 -2.18 0.94  0.3736
H33 -2.22 0.37 -0.24  0.3210
H34 -2.38 -1.01 -1.10  0.2921